No. 1
Formula: C5H15N2O
Source: the OMol25 dataset
Level of theory: ωB97M-V with the def2-TZVPD basis set

CARTESIAN COORDINATES (ANGSTROEM)
C  1.9031  -2.2826  -0.1156
C  1.0440  -1.0214  -0.1084
O  1.1920  -0.2731  -1.3501
C  -0.4150  -1.3316  0.1757
N  -1.3702  -0.2527  -0.0822
C  -1.4374  0.7457  0.9767
C  -0.7760  2.1294  0.6566
N  -0.3097  2.2453  -0.7748
H  2.2246  -2.4601  -1.1324
H  2.7680  -2.1295  0.5090
H  1.3514  -3.1358  0.2668
H  1.4235  -0.2920  0.6061
H  1.2852  -0.8960  -2.0815
H  -0.4801  -1.6690  1.2119
H  -0.7000  -2.1572  -0.4748
H  -2.3006  -0.6259  -0.1907
H  -1.0328  0.3961  1.9202
H  -2.4536  1.0140  1.2415
H  0.0966  2.3028  1.2718
H  -1.4260  2.9802  0.8113
H  -1.0450  2.6705  -1.3243
H  -0.1078  1.2947  -1.1614
H  0.5656  2.7482  -0.8512

## Properties
Lowest unoccupied orbital energy in eV: -3.1
HOMO level in hartree: -0.4959
Net charge: +1
Multiplicity: 1
SMILES: C[C@@H](O)CNCC[NH3+]
Energy above the lowest of the compared OMol25 structures with the same formula, charge and spin in kcal per mole: 24.8
HOMO-LUMO gap in eV: 10.4

Computed Löwdin charges, given in elementary charges: number 1, C, carries -0.012; number 2, C, carries -0.393; number 3, O, carries -0.072; number 4, C, carries -0.182; number 5, N, carries -0.059; number 6, C, carries -0.180; number 7, C, carries -0.099; number 8, N, carries 0.188; number 9, H, carries 0.086; number 10, H, carries 0.085; number 11, H, carries 0.088; number 12, H, carries 0.136; number 13, H, carries 0.099; number 14, H, carries 0.130; number 15, H, carries 0.134; number 16, H, carries 0.120; number 17, H, carries 0.119; number 18, H, carries 0.119; number 19, H, carries 0.120; number 20, H, carries 0.122; number 21, H, carries 0.165; number 22, H, carries 0.122; number 23, H, carries 0.165

***

No. 2
Formula: C5H15N2O
Source: the OMol25 dataset
Level of theory: ωB97M-V with the def2-TZVPD basis set

CARTESIAN COORDINATES (ANGSTROEM)
C  2.5830  0.2814  1.2754
C  1.9318  -0.9906  0.7400
C  1.4255  -0.8598  -0.6931
C  0.2735  0.1015  -0.8660
C  -0.9731  -0.3692  -0.7988
N  -2.0453  0.6723  -0.7014
N  0.5586  1.4552  -0.9761
H  3.0544  0.0867  2.2307
H  1.9017  1.1299  1.3538
H  3.3783  0.6173  0.5995
H  2.7607  -1.6966  0.7162
H  1.1594  -1.2863  1.4450
H  1.2622  -1.8111  -1.1931
H  2.2393  -0.4248  -1.2805
H  -1.2299  -1.2828  -0.2959
H  -2.8246  0.5878  -0.0283
H  -1.5563  1.5410  -0.4382
H  -2.4470  0.8461  -1.6256
H  0.1257  1.9008  -1.7767
H  1.5561  1.6209  -1.0049
H  -4.1198  -1.2489  1.6021
H  -4.9610  -0.3840  0.7017
O  -4.0533  -0.4868  1.0144

## Properties
Lowest unoccupied orbital energy in eV: -3.1
HOMO level in hartree: -0.4875
Net charge: +1
Multiplicity: 1
Energy above the lowest of the compared OMol25 structures with the same formula, charge and spin in kcal per mole: 26.3
HOMO-LUMO gap in eV: 10.2

Computed Löwdin charges, given in elementary charges: number 1, C, carries -0.111; number 2, C, carries -0.233; number 3, C, carries -0.150; number 4, C, carries -0.326; number 5, C, carries -0.040; number 6, N, carries 0.177; number 7, N, carries 0.122; number 8, H, carries 0.078; number 9, H, carries 0.066; number 10, H, carries 0.081; number 11, H, carries 0.116; number 12, H, carries 0.112; number 13, H, carries 0.126; number 14, H, carries 0.120; number 15, H, carries 0.125; number 16, H, carries 0.117; number 17, H, carries 0.145; number 18, H, carries 0.167; number 19, H, carries 0.115; number 20, H, carries 0.104; number 21, H, carries 0.069; number 22, H, carries 0.067; number 23, O, carries -0.045

***

No. 3
Formula: C5H15N2O
Source: the OMol25 dataset
Level of theory: ωB97M-V with the def2-TZVPD basis set

CARTESIAN COORDINATES (ANGSTROEM)
C  1.4171  -0.0419  -2.5238
C  -0.0816  -0.0095  -2.0054
C  -0.2685  0.6816  -0.7133
C  -1.2035  0.4859  0.2518
N  -1.2087  0.9321  1.5115
C  -2.3347  0.7563  2.4661
N  2.1273  -0.8966  -1.4938
H  1.5791  -0.3956  -3.5290
H  1.7282  1.0882  -2.3139
H  -0.7648  0.4439  -2.6790
H  -0.6612  -0.9759  -2.1538
H  0.4899  1.5436  -0.5517
H  -2.1907  -0.0259  -0.0753
H  -0.4456  1.3951  1.9486
H  -3.3287  1.0637  2.1600
H  -2.3561  -0.2695  2.7242
H  -2.1941  1.5013  3.2867
H  1.6742  -1.2809  -0.6674
H  2.9275  -0.3146  -1.0175
H  2.5402  -1.8015  -1.8916
H  1.3290  -1.1836  3.0788
H  0.1026  -1.4336  2.0260
O  1.1232  -1.2628  2.1619

## Properties
Lowest unoccupied orbital energy in eV: -3.3
HOMO level in hartree: -0.4009
Net charge: +1
Multiplicity: 1
Energy above the lowest of the compared OMol25 structures with the same formula, charge and spin in kcal per mole: 77.4
HOMO-LUMO gap in eV: 7.6

Computed Löwdin charges, given in elementary charges: number 1, C, carries -0.110; number 2, C, carries -0.252; number 3, C, carries -0.174; number 4, C, carries -0.202; number 5, N, carries -0.076; number 6, C, carries -0.062; number 7, N, carries 0.142; number 8, H, carries 0.119; number 9, H, carries 0.163; number 10, H, carries 0.095; number 11, H, carries 0.139; number 12, H, carries 0.131; number 13, H, carries 0.167; number 14, H, carries 0.121; number 15, H, carries 0.079; number 16, H, carries 0.061; number 17, H, carries 0.103; number 18, H, carries 0.133; number 19, H, carries 0.216; number 20, H, carries 0.198; number 21, H, carries 0.017; number 22, H, carries 0.095; number 23, O, carries -0.101

***

No. 4
Formula: C5H15N2O
Source: the OMol25 dataset
Level of theory: ωB97M-V with the def2-TZVPD basis set

CARTESIAN COORDINATES (ANGSTROEM)
C  -1.1931  2.7233  0.6115
N  -0.2147  1.6344  0.5397
C  -0.7883  0.2897  0.6768
C  -0.2385  -0.5942  -0.4401
N  -0.3708  0.2577  -1.6753
C  1.2583  -0.9724  -0.2405
C  1.4029  -2.4738  -0.0323
O  0.7283  -2.9078  1.1390
H  -1.4726  3.0917  -0.3850
H  -2.1058  2.5034  1.1673
H  -0.7711  3.6051  1.0849
H  0.4671  1.7715  1.2711
H  -1.8808  0.3368  0.6223
H  -0.5147  -0.1425  1.6316
H  -0.7942  -1.5103  -0.6005
H  -1.3535  0.3022  -1.9731
H  0.1902  -0.0359  -2.4740
H  -0.0807  1.2169  -1.4293
H  1.8503  -0.6454  -1.1011
H  1.6753  -0.4161  0.5878
H  2.4338  -2.7895  0.0138
H  0.8973  -2.9579  -0.8707
H  0.8751  -2.2866  1.8764

## Properties
Lowest unoccupied orbital energy in eV: -3.3
HOMO level in hartree: -0.5078
Net charge: +1
Multiplicity: 1
SMILES: CNC[C@@H]([NH3+])CCO
Energy above the lowest of the compared OMol25 structures with the same formula, charge and spin in kcal per mole: 32.8
HOMO-LUMO gap in eV: 10.5

Computed Löwdin charges, given in elementary charges: number 1, C, carries -0.104; number 2, N, carries -0.127; number 3, C, carries -0.166; number 4, C, carries -0.254; number 5, N, carries 0.205; number 6, C, carries -0.124; number 7, C, carries -0.245; number 8, O, carries -0.052; number 9, H, carries 0.079; number 10, H, carries 0.086; number 11, H, carries 0.088; number 12, H, carries 0.117; number 13, H, carries 0.131; number 14, H, carries 0.129; number 15, H, carries 0.152; number 16, H, carries 0.180; number 17, H, carries 0.170; number 18, H, carries 0.145; number 19, H, carries 0.124; number 20, H, carries 0.116; number 21, H, carries 0.122; number 22, H, carries 0.126; number 23, H, carries 0.100